A molecular structure, C19H14Cl5EuN2O14P2. Source: the OMol25 dataset; level of theory: ωB97M-V/def2-TZVPD.

Calculated values
⟨S²⟩: 12.01
Highest occupied orbital energy (alpha / beta) in hartree: -0.12514 / -0.12534

The geometry in ORCA input format:
```
! RIJCOSX wB97M-V def2-TZVPD def2/J DEFGRID3
* xyz -2 7
Eu -0.1120 0.3726 0.1362
O -5.5557 -1.9041 -2.7181
C -4.4886 -1.2716 -2.1401
C -4.5459 -0.7699 -0.8584
C -3.3893 -0.1811 -0.3315
N -2.2597 -0.0710 -1.0441
C -2.2431 -0.5013 -2.3042
C -3.3219 -1.1264 -2.8985
C -0.9532 -0.2012 -3.0709
O -0.8875 -0.5120 -4.2569
O -0.0739 0.4200 -2.3807
C -3.3168 0.3354 1.0831
O -4.4143 0.3903 1.6952
O -2.1707 0.6423 1.5098
H -6.2455 -1.9830 -2.0516
H -5.4340 -0.8422 -0.2423
H -3.2489 -1.4832 -3.9155
C 2.9108 3.8673 -1.4420
C 1.9189 2.8763 -0.8572
O 2.1083 1.5614 -1.3670
P 1.9620 2.8258 0.9770
O 1.5813 4.2836 1.4415
O 3.4665 2.6940 1.4379
O 1.1124 1.7299 1.5224
P 0.1504 3.4019 -1.1752
O -0.0127 3.1674 -2.7443
O 0.1133 4.8476 -0.7989
O -0.7407 2.4581 -0.4088
H 3.9324 3.6009 -1.1590
H 2.6893 4.8721 -1.0857
H 2.8153 3.8502 -2.5287
H 2.9905 1.2599 -1.1175
H 0.9494 4.6907 0.7754
H 3.7850 1.7418 1.3743
H -0.0352 2.1801 -2.8725
Cl 0.8436 -0.1942 3.7015
C -0.3505 -1.3679 3.2674
C -0.5775 -1.5722 1.8593
C -1.5094 -2.5976 1.5920
Cl -1.8186 -3.0097 -0.0716
C -2.2407 -3.2615 2.5569
Cl -3.4332 -4.4438 2.1401
C -2.0121 -2.9646 3.9387
Cl -2.9124 -3.7779 5.1625
C -1.0450 -2.0122 4.2718
Cl -0.7274 -1.6749 5.9402
O 4.4016 0.2309 1.0710
C 3.7095 -0.6768 0.5866
C 4.2959 -2.0351 0.1863
C 3.1343 -2.7211 -0.5268
C 2.0022 -1.7132 -0.3558
O 0.8659 -1.8482 -0.7915
N 2.3989 -0.6099 0.3218
H 4.6188 -2.5538 1.0894
H 5.1735 -1.8728 -0.4394
H 2.8399 -3.6751 -0.0912
H 3.3066 -2.8712 -1.5927
*
```

A single C19H14F2N2O4S molecule. Source: the OMol25 dataset; level of theory: ωB97M-V/def2-TZVPD.

Calculated values
Highest occupied orbital energy in hartree: -0.29959
Structure (SMILES): O=C(NNS(=O)(=O)c1ccc(F)cc1F)[C@@H]1Cc2c(ccc3ccccc23)O1

The geometry in ORCA input format:
```
! RIJCOSX wB97M-V def2-TZVPD def2/J DEFGRID3
* xyz 0 1
O 0.8985 -1.4885 -0.1656
C -0.1762 -1.0720 0.2232
N -0.7645 -1.5243 1.3491
N -0.2392 -2.5902 2.0673
S -0.7022 -4.1270 1.5014
O -2.1182 -4.0843 1.3487
O -0.1092 -5.0615 2.4033
C 0.0978 -4.3415 -0.0982
C 1.2836 -5.0510 -0.1354
C 1.9518 -5.2377 -1.3317
C 1.4037 -4.7001 -2.4853
C 0.2163 -3.9878 -2.4790
C -0.4248 -3.8158 -1.2654
F -1.5597 -3.1048 -1.2361
H -0.1913 -3.5735 -3.3866
F 2.0384 -4.8745 -3.6517
H 2.8797 -5.7835 -1.3816
H 1.6578 -5.4557 0.7912
H 0.7705 -2.5175 2.1360
H -1.7094 -1.2545 1.5898
C -0.9582 0.0356 -0.4850
H -1.5127 -0.4403 -1.3023
C -0.0116 1.1507 -0.9786
C -0.4125 2.2905 -0.0889
C -1.4995 1.9033 0.6589
C -2.1202 2.7585 1.5743
C -1.6107 4.0219 1.7141
C -0.4968 4.4622 0.9671
C 0.0251 5.7648 1.1120
C 1.1015 6.1763 0.3775
C 1.7103 5.3039 -0.5389
C 1.2348 4.0341 -0.7072
C 0.1250 3.5808 0.0366
H 1.7009 3.3600 -1.4103
H 2.5603 5.6464 -1.1105
H 1.4925 7.1759 0.4961
H -0.4453 6.4342 1.8179
H -2.0650 4.7101 2.4115
H -2.9726 2.4188 2.1396
O -1.9055 0.6215 0.4046
H 1.0291 0.8474 -0.8501
H -0.1724 1.3889 -2.0319
*
```

A molecular structure, C19H14F6FeN6O7PSTe4. Source: the OMol25 dataset; level of theory: ωB97M-V/def2-TZVPD.

Calculated values
⟨S²⟩: 6.01
Highest occupied orbital energy (alpha / beta) in hartree: -0.23003 / -0.23046

The geometry in ORCA input format:
```
! RIJCOSX wB97M-V def2-TZVPD def2/J DEFGRID3
* xyz -1 5
Fe 0.4355 0.0474 0.4811
Te 2.7251 -0.3582 3.0289
Te 3.8388 -2.6626 2.0621
Te 5.0205 -1.4827 -0.0660
Te 2.9440 0.1403 -0.6127
F -1.6066 -0.8777 0.6439
P -1.2819 -2.1850 1.6447
F -1.6283 -3.1628 0.4360
F -0.8044 -3.3990 2.5555
F -2.7668 -2.2001 2.1791
F -0.8275 -1.1269 2.7799
F 0.3031 -2.0495 1.0310
O -5.5807 1.6100 -1.9748
C -5.1427 2.5929 -1.0703
N -3.7078 2.6593 -0.9673
C -2.9703 3.6361 -1.5471
O -3.4359 4.5562 -2.1937
C -1.4814 3.5333 -1.3429
C -0.6969 4.6718 -1.4763
C 0.6692 4.5621 -1.2890
C 1.2025 3.3200 -0.9754
N 0.4621 2.2208 -0.8635
C -0.8497 2.3338 -1.0635
H -5.2102 0.7605 -1.7060
H -5.5443 2.4094 -0.0696
H -5.4976 3.5455 -1.4619
H -3.2767 2.0605 -0.2757
H -1.1757 5.6097 -1.7255
H 1.3225 5.4185 -1.3789
H 2.2705 3.2132 -0.8097
H -1.4061 1.4034 -1.0340
O 3.5223 2.2126 1.6127
C 3.2873 1.0743 1.4168
O -2.3623 -1.9554 -4.8502
S -2.4757 -2.1308 -3.4269
O -3.7745 -2.3906 -2.8743
N -1.7531 -0.8907 -2.6414
C -0.6742 -1.2881 -2.0327
O 0.0969 -0.5161 -1.3851
C -0.3569 -2.7494 -2.1623
C 0.7050 -3.4635 -1.6385
C 0.7588 -4.8269 -1.8934
C -0.2296 -5.4521 -2.6490
C -1.2944 -4.7291 -3.1760
C -1.3244 -3.3759 -2.9145
H 1.4528 -2.9764 -1.0256
H 1.5702 -5.4165 -1.4878
H -0.1727 -6.5188 -2.8200
H -2.0672 -5.2089 -3.7589
N 1.0666 2.2280 3.5823
C -0.0849 1.8871 2.8963
O 0.0432 1.5072 1.6859
C -1.3330 2.0177 3.4859
C -1.4456 2.5533 4.7919
N -1.5162 3.0259 5.8412
C -2.4857 1.7007 2.7269
N -3.3935 1.4799 2.0535
H 0.9377 2.6747 4.4797
H 1.7709 2.6733 3.0091
*
```

A molecular structure, C19H14F6N4O8PdS2. Source: the OMol25 dataset; level of theory: ωB97M-V/def2-TZVPD.

Calculated values
Highest occupied orbital energy in hartree: -0.35644

The geometry in ORCA input format:
```
! RIJCOSX wB97M-V def2-TZVPD def2/J DEFGRID3
* xyz 0 1
Pd -1.2818 0.4994 0.2834
F 5.3550 0.7035 1.3527
C 4.3965 -0.0785 1.8427
F 4.6377 -0.3079 3.1290
F 4.4161 -1.2401 1.1884
S 2.7746 0.7457 1.6059
O 2.6568 0.9362 0.1852
O 2.7882 1.8856 2.4678
N 1.7857 -0.3401 2.1817
S 0.7544 -1.2028 1.4497
O -0.4111 -1.4234 2.2884
O 0.5074 -0.8120 0.0326
C 1.5699 -2.8713 1.3403
F 0.6377 -3.8181 1.2419
F 2.2933 -3.0870 2.4263
F 2.3549 -2.9302 0.2664
O -4.9940 1.4468 0.9836
C -3.9218 0.9281 0.8150
O -2.7662 1.5755 0.8363
C -3.8366 -0.5728 0.5928
C -4.9117 -1.4170 0.9367
C -4.7641 -2.7544 0.7401
C -3.5881 -3.2496 0.1138
C -3.4226 -4.6196 -0.1975
C -2.3187 -5.0483 -0.8767
C -1.3378 -4.1148 -1.2828
C -1.4611 -2.7911 -0.9740
C -2.5797 -2.3398 -0.2474
N -2.7115 -1.0137 0.0667
H -5.8001 -0.9672 1.3537
H -5.5409 -3.4499 1.0299
H -4.1984 -5.3141 0.0986
H -2.1980 -6.0952 -1.1183
H -0.4795 -4.4533 -1.8469
H -0.7140 -2.0714 -1.2864
O 2.0527 1.0587 -3.0078
C 2.8626 2.2031 -2.7627
N 2.2004 3.3780 -3.2281
C 1.4260 4.2164 -2.4829
O 1.0891 5.3123 -2.8756
C 0.9885 3.7459 -1.1231
C 1.1798 4.5628 -0.0143
C 0.6831 4.1695 1.2107
C -0.0358 2.9906 1.2926
N -0.2379 2.2206 0.2206
C 0.2807 2.5698 -0.9633
H 2.4291 0.3189 -2.5154
H 3.8128 2.1124 -3.2938
H 3.0605 2.3078 -1.6929
H 2.3427 3.6794 -4.1796
H 1.7123 5.4981 -0.1261
H 0.8348 4.7633 2.0993
H -0.4741 2.6500 2.2202
H 0.1020 1.9051 -1.7971
*
```

A molecular structure, C19H14GaIN5O2S3Sb. Source: the OMol25 dataset; level of theory: ωB97M-V/def2-TZVPD.

Calculated values
⟨S²⟩: 0.75
Highest occupied orbital energy (alpha / beta) in hartree: -0.15582 / -0.15580

The geometry in ORCA input format:
```
! RIJCOSX wB97M-V def2-TZVPD def2/J DEFGRID3
* xyz -1 2
Ga 1.3724 -2.0788 -0.8272
I 0.7460 -4.8029 0.9055
C 0.6262 -3.4738 2.5005
C 0.2838 -4.0244 3.7068
C 0.1700 -3.2341 4.8618
C 0.4388 -1.9030 4.7782
C 0.8247 -1.3164 3.5504
C 1.1788 0.0536 3.5514
C 1.6785 0.6247 2.4311
C 1.7399 -0.1371 1.2438
C 1.2731 -1.4292 1.1091
C 0.9018 -2.0786 2.3455
H 0.0995 -5.0880 3.7698
H -0.1126 -3.6901 5.8016
H 0.3812 -1.2669 5.6533
H 1.0938 0.6159 4.4729
H 2.0291 1.6490 2.4291
H 3.1379 -0.0573 -0.3422
S 2.2141 -1.9354 -5.1723
Sb 2.3505 -3.4884 -3.5050
S 3.4720 -2.2365 -1.5727
S 0.1747 -3.3353 -2.2623
O -4.1973 3.5718 -0.2572
C -4.2241 3.3084 -1.6363
N -2.9686 2.8177 -2.1564
C -2.5713 1.5679 -1.7652
O -3.2929 0.8566 -1.0893
C -1.2206 1.1267 -2.2193
C -0.5309 1.6946 -3.2890
C 0.7304 1.2311 -3.6002
C 1.2891 0.2351 -2.8155
N 0.6207 -0.3160 -1.8018
C -0.6186 0.0919 -1.5300
H -4.0293 2.7287 0.1854
H -4.4566 4.2493 -2.1312
H -4.9868 2.5682 -1.8816
H -2.2537 3.4901 -2.3786
H -0.9888 2.4700 -3.8910
H 1.2860 1.6089 -4.4459
H 2.2806 -0.1567 -3.0068
H -1.1428 -0.3973 -0.7180
N 2.4521 0.5077 0.1610
C 2.2086 1.7157 -0.2857
N 1.3413 2.6128 -0.1403
C 0.1286 2.5166 0.3982
N -0.9296 2.5330 0.8654
*
```

no.,E (Eh)
1,-5589.9160
2,-1740.8158
3,-5262.6075
4,-3076.8892
5,-4814.1525